Computed, not measured: a 2-piece molecular cluster, C6H9NO overall, with the ωB97M-V functional and the def2-TZVPD basis.

As for the SMILES: C=Cc1ccc[nH]1.O. The gap between HOMO and LUMO comes out at 8.7 eV. For the total energy, the calculation gives -363.941296 a.u. Its net charge is 0.

Each line ends with the Löwdin charge.
Cartesian coordinates (Å):
N 0.221 -0.374 -1.197  0.017
C -1.287 -1.959 -0.712  -0.018
C -1.157 -0.532 -0.961  -0.234
H -0.395 2.083 -0.277  0.027
C -1.826 0.781 -1.069  -0.119
H 0.320 -3.550 -0.845  0.053
C 0.020 -2.580 -0.923  -0.092
H 3.202 1.298 4.352  0.006
H 0.544 0.509 -1.584  0.137
H -1.664 3.037 -0.885  0.060
C -1.263 2.011 -0.853  -0.007
H 2.809 2.287 5.131  0.029
H -2.933 0.609 -1.247  0.115
O 2.740 2.094 4.198  -0.035
H 1.976 -1.729 -1.451  0.117
C 0.914 -1.558 -1.189  -0.130
H -2.220 -2.428 -0.488  0.074